No. 1
Formula: H2N2O2S
Source: the Open Molecules 2025 dataset
Level of theory: ωB97M-V/def2-TZVPD

The calculation puts the orbital gap at 9.26 eV. The SMILES is NN=S(=O)=O. As for the calculated total energy: -659.2501 a.u. The spin multiplicity is 1. The value obtained for the max |F| is 3.75 eV/A. Its energy relative to the best compared isomer or geometry (same formula, charge and spin) is 33.8 kcal/mol.

The geometry in XYZ format:
```
7
Properties=species:S:1:pos:R:3:mulliken_charge:R:1
N -0.73162 0.26627 -0.03601 -0.23
N 0.09255 0.79427 -1.17095 -0.33
O -1.02681 -1.04287 2.18438 -0.41
O 1.17086 -1.19536 0.94070 -0.43
S -0.18468 -0.71676 1.06188 0.96
H -0.01938 0.32094 -2.03461 0.21
H 0.69908 1.57351 -0.94539 0.22
```

=====

No. 2
Formula: C25H29N3O2S
Source: the Open Molecules 2025 dataset
Level of theory: ωB97M-V/def2-TZVPD

The calculation puts the orbital gap at 8.64 eV. The SMILES is CN(Cc1nccs1)C(=O)c1ccc(OC2CCN(CCc3ccccc3)CC2)cc1. As for the calculated total energy: -1682.2771 a.u. The spin multiplicity is 1. The value obtained for the max |F| is 17.34 eV/A. Its energy relative to the best compared isomer or geometry (same formula, charge and spin) is 458.9 kcal/mol.

The geometry in XYZ format:
```
60
Properties=species:S:1:pos:R:3:mulliken_charge:R:1
C -1.66608 -0.59490 4.10574 -0.88
N -2.08706 0.89526 4.25467 0.13
C -1.60371 1.93138 3.55391 0.43
O -1.76139 3.08717 3.69792 -0.57
C -0.30822 1.69588 2.43138 0.05
C 0.91345 2.03009 2.44932 0.41
C 1.90561 1.64586 1.47796 -0.86
C 1.40877 1.10375 0.35828 0.54
C 0.13389 0.52889 0.24757 -0.03
C -0.74624 0.73905 1.35690 -0.88
H -1.94952 0.24880 1.12335 0.03
H -0.21373 -0.10720 -0.64890 0.44
O 2.59292 0.94646 -0.45022 -0.58
C 2.11168 -0.01265 -1.64303 1.96
C 3.22932 0.57151 -2.74365 -1.65
C 3.29096 -0.73501 -3.86924 -0.89
N 2.15194 -1.38177 -3.70836 0.66
C 2.00801 -2.31490 -2.64964 -0.82
C 2.22832 -1.39969 -1.32348 -1.56
H 3.37908 -1.78689 -1.15268 0.19
H 1.76875 -1.69368 -0.59117 1.08
H 2.52994 -3.31495 -2.86846 0.32
H 0.79945 -2.64130 -2.56673 0.20
C 1.53743 -2.12130 -5.07668 -1.28
H 2.21546 -1.96381 -5.80170 0.62
C 0.54807 -0.93731 -5.67246 -1.70
C -0.30999 -0.53927 -4.72265 1.27
C -1.70305 -1.41301 -4.50448 -1.29
C -2.41335 -1.23067 -3.57630 -0.09
C -2.34413 0.02066 -2.77600 -0.46
C -1.45567 0.99116 -3.13760 -0.27
C -0.38135 0.75214 -4.12810 -0.93
H 0.35842 1.29701 -4.26717 0.86
H -1.13490 1.91838 -2.56528 0.26
H -3.03507 0.32500 -2.09018 0.63
H -3.49081 -1.84882 -3.32505 0.12
H -1.64125 -2.19266 -5.04713 0.67
H 1.14154 -0.33749 -6.01829 0.73
H 0.13090 -1.47381 -6.64681 0.36
H 0.93378 -2.99193 -4.94815 0.47
H 4.17659 -1.39730 -3.60191 0.32
H 3.29009 -0.37767 -4.90429 0.34
H 4.26928 0.48342 -2.31765 0.29
H 3.10387 1.41254 -3.10408 0.91
H 1.15539 0.26221 -2.17045 -0.81
H 2.76117 2.27916 1.70870 0.31
H 1.14388 2.71280 3.41249 0.17
C -2.95425 1.18222 5.26692 -1.62
C -2.64578 1.14078 6.47012 0.75
N -3.12858 0.28570 7.29457 -0.50
C -2.46168 0.47132 8.58565 -0.38
C -1.31773 1.21287 8.53446 -0.01
S -1.16471 1.95780 7.10541 -0.12
H -0.48190 1.27714 9.41222 0.25
H -2.73342 -0.18445 9.59271 0.24
H -3.45696 2.00622 4.97815 0.69
H -3.86752 0.58383 4.96318 0.49
H -0.69728 -0.68764 3.44226 0.32
H -1.63719 -0.94223 5.06096 0.42
H -2.42537 -1.37416 3.73317 0.25
```

=====

No. 3
Formula: C21H39BCl4F3N4O2
Source: the Open Molecules 2025 dataset
Level of theory: ωB97M-V/def2-TZVPD

The calculation puts the orbital gap at 8.87 eV. As for the calculated total energy: -3358.1324 a.u. The spin multiplicity is 1. The value obtained for the max |F| is 1.44 eV/A. Its energy relative to the best compared isomer or geometry (same formula, charge and spin) is 3.6 kcal/mol. As for the total charge: +1.

The geometry in XYZ format:
```
74
Properties=species:S:1:pos:R:3:mulliken_charge:R:1
C -9.12643 0.27793 -4.59729 -1.39
C -7.64161 -0.05664 -4.84005 -0.13
C -6.86410 1.24265 -5.01884 -0.98
C -5.35008 1.09604 -4.92797 -0.44
C -4.80316 -0.13713 -5.64927 -0.47
C -3.30024 -0.05994 -6.00580 -1.08
C -2.43790 0.76854 -5.06239 -0.74
C -2.33643 0.13175 -3.66495 -0.66
C -1.00267 -0.63265 -3.52655 -0.89
C 0.16998 0.29816 -3.19367 -0.76
C 1.15311 -0.28592 -2.15949 -0.67
C 1.76114 0.79332 -1.27600 -0.67
C 2.94927 0.28225 -0.45570 -0.94
C 2.82676 0.64778 1.02743 -0.15
C 4.13197 0.47316 1.76310 -1.35
N 3.95144 0.42691 3.24128 0.13
B 3.64475 -0.93602 3.76825 0.72
C 4.78324 -1.90681 4.24635 -0.95
O 2.34568 -1.30252 3.79709 -0.41
C 4.09796 1.55542 3.89436 0.42
N 4.44997 2.74552 3.38175 -0.53
C 4.51706 3.59351 4.38923 -0.11
N 4.19890 2.99162 5.54064 -0.41
N 3.89911 1.69121 5.25592 0.50
C 3.47636 0.83919 6.31703 -0.53
O 4.64121 0.27738 6.92808 -0.33
C 4.36191 -0.71862 7.82094 0.83
F 4.25098 -1.89466 7.17279 -0.21
F 3.19202 -0.51061 8.46590 -0.25
F 5.35308 -0.78544 8.71959 -0.25
H -9.42906 1.01777 -5.33569 0.34
H -9.76054 -0.59798 -4.65372 0.38
H -9.21595 0.77647 -3.63588 0.35
H -7.58837 -0.67946 -5.72744 0.30
H -7.29171 -0.59675 -3.96235 0.28
H -7.19571 1.92712 -4.23819 0.39
H -7.16122 1.69318 -5.96389 0.33
H -4.89372 1.97510 -5.38089 0.34
H -5.01477 1.06695 -3.89326 0.22
H -4.95867 -1.00833 -5.01855 0.29
H -5.34351 -0.28538 -6.57997 0.44
H -2.90301 -1.07385 -6.03853 0.26
H -3.20112 0.34848 -7.01002 0.41
H -2.76088 1.80194 -5.00844 0.44
H -1.43692 0.80640 -5.49067 0.44
H -2.37201 0.89111 -2.88779 0.39
H -3.13687 -0.58897 -3.51781 0.39
H -0.82511 -1.08439 -4.50152 0.25
H -1.09081 -1.45878 -2.82479 0.51
H -0.20402 1.24266 -2.80247 0.41
H 0.73051 0.51068 -4.09897 0.34
H 1.93247 -0.80375 -2.71783 0.32
H 0.63872 -1.04352 -1.56926 0.36
H 2.04473 1.61161 -1.93397 0.33
H 0.96972 1.14523 -0.61515 0.40
H 3.89365 0.61104 -0.88048 0.44
H 2.91493 -0.80555 -0.51273 0.45
H 2.06521 0.00042 1.45377 0.28
H 2.44526 1.66598 1.09235 0.33
H 4.88675 1.20005 1.49412 0.46
H 4.53312 -0.50301 1.48412 0.31
H 5.17487 -2.49746 3.42097 0.40
H 4.44479 -2.55805 5.04347 0.23
H 5.61747 -1.31767 4.62786 0.36
H 2.27626 -2.26651 3.80998 -0.05
H 4.80143 4.62593 4.30856 0.48
H 4.17927 3.40417 6.45888 0.22
H 2.77257 0.07743 5.99074 0.43
H 2.96376 1.44754 7.05576 0.33
C 1.17581 -4.42146 5.23500 0.40
Cl 2.26510 -3.46453 6.24981 -0.03
Cl -0.42741 -3.68696 5.23832 -0.08
Cl 1.80880 -4.43923 3.57447 -0.12
Cl 1.08582 -6.06670 5.84442 -0.08
```

=====

No. 4
Formula: C6H10N2O2
Source: the Open Molecules 2025 dataset
Level of theory: ωB97M-V/def2-TZVPD

The calculation puts the orbital gap (spin up / spin down) at 7.61 / 7.61 eV. As for the calculated total energy: -494.5439 a.u. The spin multiplicity is 1. The value obtained for the max |F| is 3.71 eV/A. Its energy relative to the best compared isomer or geometry (same formula, charge and spin) is 62.6 kcal/mol.

The geometry in XYZ format:
```
20
Properties=species:S:1:pos:R:3:mulliken_charge:R:1
C 0.29856 1.11893 -1.59297 -1.76
C -0.04728 0.53774 -0.22211 1.77
C 1.10611 0.60279 0.77509 -1.18
N 1.73631 -0.62666 0.62038 0.12
C 1.04496 -1.57356 0.05761 -0.82
C -0.29944 -1.03058 -0.34635 0.01
N -1.32366 -1.62890 0.49189 -0.69
C -1.30105 1.19678 0.35552 0.08
O -2.28658 1.47811 -0.29707 -0.59
H 0.52860 2.19014 -1.51580 0.40
H -0.53393 0.98202 -2.29722 0.38
H 1.18124 0.60649 -2.00235 0.41
H 1.81911 1.42269 0.89267 0.24
H 2.66179 -0.80155 1.00494 0.28
H 1.37392 -2.60917 0.05783 0.44
H -0.54517 -1.27181 -1.39011 0.37
H -1.19317 -1.41488 1.47705 0.27
O -1.19834 1.50227 1.63212 -0.50
H -2.25478 -1.32818 0.21967 0.32
H -0.76719 0.64733 2.07920 0.44
```

=====

What is the formula in the third record?
C21H39BCl4F3N4O2

=====

Please write out number 4 again, unchanged.
Formula: C6H10N2O2
Source: the Open Molecules 2025 dataset
Level of theory: ωB97M-V/def2-TZVPD

The calculation puts the orbital gap (spin up / spin down) at 7.61 / 7.61 eV. As for the calculated total energy: -494.5439 a.u. The spin multiplicity is 1. The value obtained for the max |F| is 3.71 eV/A. Its energy relative to the best compared isomer or geometry (same formula, charge and spin) is 62.6 kcal/mol.

The geometry in XYZ format:
```
20
Properties=species:S:1:pos:R:3:mulliken_charge:R:1
C 0.29856 1.11893 -1.59297 -1.76
C -0.04728 0.53774 -0.22211 1.77
C 1.10611 0.60279 0.77509 -1.18
N 1.73631 -0.62666 0.62038 0.12
C 1.04496 -1.57356 0.05761 -0.82
C -0.29944 -1.03058 -0.34635 0.01
N -1.32366 -1.62890 0.49189 -0.69
C -1.30105 1.19678 0.35552 0.08
O -2.28658 1.47811 -0.29707 -0.59
H 0.52860 2.19014 -1.51580 0.40
H -0.53393 0.98202 -2.29722 0.38
H 1.18124 0.60649 -2.00235 0.41
H 1.81911 1.42269 0.89267 0.24
H 2.66179 -0.80155 1.00494 0.28
H 1.37392 -2.60917 0.05783 0.44
H -0.54517 -1.27181 -1.39011 0.37
H -1.19317 -1.41488 1.47705 0.27
O -1.19834 1.50227 1.63212 -0.50
H -2.25478 -1.32818 0.21967 0.32
H -0.76719 0.64733 2.07920 0.44
```